Record 1
This record from the Open Molecules 2025 dataset describes a molecular structure, C15H32CrN9P. The level of theory is ωB97M-V with the def2-TZVPD basis set.

```
58
Properties=species:S:1:pos:R:3:forces:R:3:lowdin_spin:R:1
Cr -0.9014 -0.1369 -0.5945 -0.792 0.061 0.222 1.024
N 0.2871 0.4935 -2.2694 -0.088 0.061 0.399 0.002
C 0.7029 1.9237 -2.1110 0.031 0.242 0.152 0.000
C 0.5619 2.3249 -0.6541 0.159 0.038 -0.195 0.000
N -0.7726 1.8970 -0.1596 0.185 0.166 -0.266 -0.010
C -1.8637 2.6955 -0.8107 -0.249 -0.001 -0.147 0.001
C -2.5846 1.9178 -1.9012 0.073 0.191 0.042 0.002
N -2.8134 0.5277 -1.4240 0.271 0.139 -0.001 -0.001
C -0.8575 2.0323 1.3223 -0.117 -0.219 0.304 0.000
C -2.0121 1.1902 1.8430 0.172 0.328 -0.080 0.001
N -1.8465 -0.2138 1.3531 0.304 -0.030 -0.086 -0.004
H 1.1111 -0.1014 -2.3044 0.001 -0.062 0.025 0.004
H -0.1394 0.3723 -3.1858 -0.088 -0.092 0.017 0.001
H 0.0723 2.5506 -2.7386 0.007 -0.067 -0.070 0.000
H 1.7292 2.0843 -2.4392 -0.007 -0.075 -0.069 0.000
H 0.7075 3.4033 -0.5455 -0.063 -0.009 0.054 0.000
H 1.3225 1.8298 -0.0482 -0.068 0.019 0.051 0.000
H -1.4625 3.6230 -1.2218 0.051 0.007 0.062 0.000
H -2.5892 2.9881 -0.0531 0.056 -0.023 0.069 0.000
H -1.9994 1.8670 -2.8178 -0.031 -0.029 -0.008 0.000
H -3.5185 2.4260 -2.1440 -0.014 -0.053 -0.048 0.000
H -3.1836 -0.0217 -2.1973 0.060 -0.079 -0.001 0.000
H -3.5712 0.5431 -0.7431 0.039 -0.045 0.070 0.002
H -0.9846 3.0767 1.6162 0.024 0.025 -0.079 0.000
H 0.0780 1.6763 1.7599 0.002 0.046 -0.070 0.000
H -2.9668 1.5738 1.4849 -0.041 -0.081 0.016 0.000
H -2.0361 1.2320 2.9315 -0.041 -0.064 0.002 0.000
H -2.7404 -0.6948 1.4313 0.005 -0.079 -0.102 0.000
H -1.2419 -0.7007 2.0123 -0.016 -0.037 0.041 0.001
N -0.2493 -4.1729 -3.7696 0.031 -0.140 -0.611 -0.001
N -0.8185 -3.4724 -2.7969 0.209 0.349 0.399 0.000
N -1.9989 -3.8107 -2.3186 -0.145 -0.225 -0.084 -0.001
C -2.2391 -2.8504 -1.4549 0.165 0.112 0.154 0.000
N -1.2188 -1.9736 -1.4041 -0.020 0.170 -0.193 -0.004
N -0.3037 -2.3905 -2.2947 -0.091 -0.528 -0.222 0.000
H -0.7055 -5.0456 -3.9944 -0.080 -0.029 0.139 0.000
H 0.7439 -4.0783 -3.9075 0.052 0.098 0.197 0.000
H -3.1305 -2.8185 -0.8492 -0.011 0.043 -0.031 0.000
C 2.5277 -1.3564 -0.6140 -0.215 0.150 -0.029 0.003
P 1.1318 -1.0256 0.5154 0.598 -0.348 0.204 -0.009
C 0.7658 -2.6857 1.1822 -0.115 0.082 -0.156 -0.002
C 1.8862 -0.1390 1.9088 -0.232 0.039 -0.129 -0.003
C 1.4033 -0.3391 3.2058 -0.076 -0.036 -0.067 -0.001
C 2.0033 0.2980 4.2795 -0.007 0.049 0.073 0.000
C 3.0843 1.1457 4.0706 -0.015 -0.008 -0.036 -0.002
C 3.5578 1.3636 2.7832 0.010 0.051 0.041 0.000
C 2.9612 0.7295 1.7046 -0.039 -0.005 -0.057 -0.001
H 3.3142 -1.8549 -0.0476 0.019 0.005 0.014 0.000
H 2.9418 -0.4384 -1.0332 0.020 -0.005 0.011 0.000
H 2.2020 -2.0062 -1.4244 -0.008 -0.032 -0.013 0.000
H 1.6672 -3.0856 1.6462 0.025 0.036 0.035 -0.001
H 0.4671 -3.3450 0.3670 0.001 -0.003 0.022 0.000
H -0.0290 -2.6787 1.9279 0.001 -0.009 -0.008 0.000
H 0.5816 -1.0216 3.3997 0.056 -0.037 0.026 0.000
H 1.6394 0.1211 5.2829 0.005 -0.008 -0.004 0.000
H 3.5635 1.6280 4.9119 -0.007 0.005 -0.001 0.000
H 4.4022 2.0196 2.6191 0.005 -0.012 0.006 0.000
H 3.3617 0.9040 0.7131 0.039 -0.037 0.015 0.000
```
Forces are in eV/Å.

- charge = +3
- Kohn-Sham gap (alpha / beta) (eV) = 6.33 / 6.84
- spin multiplicity = 2

---

Record 2
This record from the Open Molecules 2025 dataset describes a molecular structure, C25H36F3NP2Pd. The level of theory is ωB97M-V with the def2-TZVPD basis set.

```
68
Properties=species:S:1:pos:R:3:forces:R:3:lowdin_spin:R:1
Pd 1.0621 -0.2313 0.6276 -0.375 0.183 0.054 1.165
C -0.8965 1.5222 3.9291 0.000 0.071 0.046 0.004
C -0.0699 2.5270 3.1256 0.200 -0.313 0.054 0.061
C 1.2221 2.9214 3.8383 -0.057 0.041 0.023 0.003
P 0.1796 1.9417 1.3999 0.318 0.176 -0.619 0.285
C 1.2301 3.1319 0.4698 -0.058 -0.014 0.016 0.049
C 2.7082 2.8177 0.7413 -0.025 0.107 0.024 0.017
C 0.9332 3.0637 -1.0276 -0.011 0.105 0.023 0.010
C -1.4952 1.8979 0.7237 0.015 -0.121 0.069 0.131
C -2.2935 3.0206 0.6607 -0.020 0.041 -0.015 0.007
C -3.6094 2.9255 0.2017 -0.014 0.009 -0.010 0.161
C -4.1299 1.6909 -0.1888 0.013 0.016 0.016 -0.011
C -3.3537 0.5554 -0.1347 -0.007 0.012 0.028 0.128
C -2.0174 0.6317 0.3353 0.001 -0.224 -0.140 0.049
N -1.1766 -0.4256 0.3343 0.200 -0.024 0.262 0.566
C -1.5151 -1.7473 0.0475 -0.178 0.148 -0.023 0.036
C -2.6304 -2.3985 0.5709 -0.029 0.003 0.109 0.063
C -2.8508 -3.7309 0.2535 0.009 0.025 0.009 0.000
C -1.9801 -4.4096 -0.5894 0.011 0.001 -0.003 0.066
C -0.8629 -3.7630 -1.1096 -0.008 -0.089 -0.018 0.010
C -0.6188 -2.4382 -0.7847 0.106 0.086 -0.044 0.074
P 0.7758 -1.4710 -1.4056 0.072 -0.155 -0.056 0.285
C 2.1939 -2.5900 -1.6606 0.097 0.066 0.063 0.062
C 2.6605 -3.2003 -0.3370 0.042 -0.017 -0.077 0.015
C 3.3231 -1.8506 -2.3829 0.032 -0.057 -0.019 0.005
C 0.3150 -0.7326 -3.0137 -0.045 0.124 0.098 0.045
C 0.0496 -1.8507 -4.0282 -0.009 0.032 -0.089 0.020
C -0.8805 0.2117 -2.8851 -0.034 -0.067 -0.055 0.003
H -1.2252 1.9980 4.8535 0.009 -0.006 -0.015 0.000
H -0.2988 0.6525 4.1960 -0.013 0.029 0.002 0.001
H -1.7881 1.1866 3.3971 0.001 0.004 -0.006 0.000
H -0.6718 3.4238 2.9332 -0.031 0.060 0.030 0.014
H 1.9002 2.0744 3.9416 -0.011 0.008 -0.006 0.001
H 0.9695 3.2617 4.8430 -0.008 0.000 -0.004 0.001
H 1.7413 3.7394 3.3410 -0.015 -0.006 0.009 0.000
H 0.9889 4.1291 0.8530 0.002 0.021 0.007 0.009
H 2.9632 1.8144 0.3925 -0.001 -0.113 -0.075 0.010
H 2.9813 2.8833 1.7920 -0.008 -0.001 -0.011 0.000
H 3.3352 3.5150 0.1852 -0.020 0.027 0.020 0.001
H 1.1628 2.0707 -1.4215 0.023 -0.071 -0.005 0.007
H 1.5711 3.7751 -1.5533 -0.013 -0.005 0.016 0.001
H -0.1039 3.2990 -1.2668 0.022 0.007 0.007 0.000
H -1.9038 3.9892 0.9550 -0.031 -0.030 -0.007 -0.002
H -4.2217 3.8159 0.1365 0.022 -0.031 0.020 0.008
H -5.1468 1.6265 -0.5526 0.016 0.011 -0.007 -0.003
H -3.7457 -0.3904 -0.4818 0.001 0.043 -0.014 0.005
H -3.2821 -1.8775 1.2617 0.005 -0.051 -0.025 0.001
H -3.7015 -4.2476 0.6786 0.014 0.021 -0.014 -0.001
H -2.1596 -5.4487 -0.8318 0.005 0.028 0.009 0.003
H -0.1893 -4.3071 -1.7600 -0.012 0.011 0.011 0.000
H 1.8054 -3.3803 -2.3109 -0.002 -0.034 -0.015 0.012
H 3.1964 -2.4594 0.2604 -0.026 -0.002 0.007 0.007
H 3.3577 -4.0147 -0.5385 -0.006 0.038 -0.015 0.000
H 1.8427 -3.6067 0.2583 -0.011 0.000 -0.015 0.001
H 3.6848 -1.0039 -1.7933 -0.018 -0.016 -0.001 0.003
H 3.0292 -1.4884 -3.3681 0.021 -0.019 0.021 0.000
H 4.1623 -2.5330 -2.5216 -0.012 0.020 0.006 0.000
H 1.1964 -0.1631 -3.3197 0.015 0.033 0.002 0.001
H -0.7973 -2.4688 -3.7240 0.018 0.017 -0.002 0.000
H 0.9163 -2.4914 -4.1930 -0.029 0.031 0.006 0.001
H -0.2038 -1.3919 -4.9852 -0.002 -0.024 0.011 0.004
H -1.7904 -0.3468 -2.6510 0.017 0.018 0.006 0.000
H -1.0405 0.7172 -3.8380 -0.010 -0.030 0.008 0.000
H -0.7323 0.9758 -2.1218 0.014 -0.012 -0.025 0.002
F 2.0942 -2.4051 2.6058 0.006 0.078 -0.186 0.086
C 1.4526 -1.2636 2.4738 -0.311 0.067 0.464 0.334
F 0.2369 -1.3824 3.0355 0.239 -0.084 0.063 0.073
F 2.1415 -0.2964 3.1278 -0.108 -0.201 -0.004 0.113
```
Forces are in eV/Å.

- charge = +2
- energy relative to the best compared isomer or geometry (same formula, charge and spin) (eV) = 0.0000
- Kohn-Sham gap (alpha / beta) (eV) = 9.01 / 5.95
- spin multiplicity = 5

---

Number 1: DFT total energy -67169.1203 eV. Number 2: DFT total energy -58192.8767 eV.